Entry 1:
Molecular formula: C2H9N4
Method: DFT, the ωB97M-V functional and the def2-TZVPD basis

Summary:
Net charge: +1

Last column: Löwdin charge in e.
CARTESIAN COORDINATES (ANGSTROEM)
C (-1.30539, 1.07212, 0.09038)  0.027
C (0.76616, -0.06497, 0.45242)  -0.444
N (0.05512, 1.14936, -0.02094)  0.001
N (-0.03572, -1.11989, -0.19634)  -0.023
N (2.04163, -0.01733, -0.09697)  0.070
N (-1.36994, -0.82023, 0.09429)  0.101
H (-1.68637, 1.36361, 0.97662)  0.080
H (-1.63196, 1.59290, -0.74131)  0.100
H (0.65572, -0.26011, 1.54730)  0.173
H (0.72739, 1.53913, -0.72479)  0.167
H (0.26390, -1.21061, -1.16329)  0.138
H (2.10863, -0.61565, -0.97576)  0.128
H (2.86437, -0.24190, 0.51656)  0.133
H (-1.62435, -1.21777, 1.01163)  0.175
H (-1.82919, -1.14867, -0.76978)  0.174


Entry 2:
Molecular formula: C3H3NO
Method: DFT, the ωB97M-V functional and the def2-TZVPD basis

Summary:
Structure (SMILES): N=C=O.C#C
Net charge: 0

Last column: Löwdin charge in e.
CARTESIAN COORDINATES (ANGSTROEM)
N (2.45887, -1.14154, -0.02656)  0.191
C (1.80359, -0.16496, -0.20198)  -0.463
O (1.14919, 0.78297, -0.33665)  0.141
H (2.99837, -1.78739, -0.60468)  0.102
C (-1.57233, -1.07374, -0.14286)  0.005
C (-0.89357, -0.83375, 0.78533)  -0.024
H (-2.26784, -1.36138, -0.94233)  0.042
H (-0.18900, -0.55256, 1.47475)  0.006


HOMO level: -14.5490; -10.5576 (eV)
Energy: -8171.078; -6694.659 (eV)
ΔE to the lowest compared entry with this formula, charge and spin: 3.748; 1.833 (eV)